Below is a 2-piece molecular cluster, C4H12N2 overall at a distorted geometry, with properties calculated with the ωB97M-V functional and the def2-TZVPD basis.

## Properties
Calculated total energy ... -7322.118 eV
E_LUMO ... 0.89 eV
SMILES ... [H]/N=C/N.CCC
Relative energy (zero: lowest compared OMol25 entry of this formula, charge and spin) ... 87.8 kJ/mol

Geometry as ORCA input:
```
! RIJCOSX wB97M-V def2-TZVPD def2/J DEFGRID3
* xyz 0 1
C 0.0234 0.6290 -0.6648
C -0.9341 1.8067 -0.8360
C -0.7057 2.7821 -2.0121
H -0.1779 -0.2503 -1.3534
H -0.0707 0.2250 0.3575
H 1.0124 0.8831 -0.8645
H -0.8623 2.4843 0.0572
H -1.8890 1.3481 -0.6885
H -1.1611 3.7465 -1.8179
H 0.3697 2.9111 -2.1492
H -1.0296 2.4703 -3.0540
N 1.7995 -2.5979 1.6492
C 0.4656 -2.5830 2.0195
N -0.1903 -3.6476 2.1883
H 2.2842 -1.8449 1.2057
H 2.1968 -3.4234 1.2996
H -0.0090 -1.6010 2.2430
H -1.1220 -3.3381 2.4204
*
```